1.
DFT (ωB97M-V/def2-TZVPD) results for the ion C3H8N3O with charge +1.

Results
- net charge = +1
- E_HOMO (eV) = -14.234
- spin multiplicity = 1
- energy (Eh) = -358.29455
- orbital gap (eV) = 11.149
- SMILES = CN1CNOC1=[NH2+]

Cartesian coordinates (Å):
C  1.25  0.14  -1.10
C  -0.85  -0.21  -0.26
C  0.59  0.47  1.51
N  0.34  0.11  0.14
N  0.33  -0.29  -2.14
N  -1.93  -0.28  0.53
O  -0.92  -0.32  -1.52
H  2.21  -0.48  -1.04
H  1.51  1.24  -1.06
H  0.02  1.39  1.78
H  0.20  -0.19  2.21
H  1.68  0.39  1.80
H  0.40  -1.29  -2.55
H  -2.01  -0.04  1.53
H  -2.79  -0.64  0.18



2.
DFT (ωB97M-V/def2-TZVPD) results for a cluster of 2 separate species, C3H8N3O in total.

Results
- net charge = +1
- E_HOMO (eV) = -14.099
- spin multiplicity = 1
- energy (Eh) = -358.26796
- orbital gap (eV) = 9.424

Cartesian coordinates (Å):
C  -0.49  0.53  0.94
C  -1.84  0.24  0.13
C  0.43  -0.49  0.23
N  -1.48  -0.86  -0.66
N  -0.35  -1.23  -0.69
N  1.52  0.49  -1.15
O  1.21  -1.23  1.02
H  -0.03  1.54  1.02
H  -0.58  0.40  2.06
H  -2.68  -0.13  0.77
H  -2.12  1.04  -0.52
H  2.16  1.05  -0.70
H  0.87  1.09  -1.66
H  1.85  -0.27  -1.69
H  1.52  -2.18  0.90



3.
DFT (ωB97M-V/def2-TZVPD) results for the ion C3H8N3O with charge +1.

Results
- net charge = +1
- E_HOMO (eV) = -14.247
- spin multiplicity = 1
- energy (Eh) = -358.27042
- orbital gap (eV) = 10.263
- SMILES = [NH3+][C@@]1(O)CCN=N1

Cartesian coordinates (Å):
C  -0.51  0.75  0.28
C  0.36  0.83  1.86
C  0.45  -0.19  -0.37
N  1.23  -0.21  1.74
N  1.30  -0.80  0.68
N  -0.26  -1.29  -1.14
O  1.31  0.40  -1.27
H  -1.52  0.34  0.22
H  -0.47  1.76  -0.16
H  0.80  1.82  1.70
H  -0.21  0.76  2.87
H  -0.03  -2.33  -0.72
H  -0.04  -1.03  -2.13
H  -1.25  -1.20  -1.12
H  2.15  -0.09  -1.14



4.
DFT (ωB97M-V/def2-TZVPD) results for a cluster of 2 separate species, C3H8N3OS in total.

Results
- net charge = +1
- E_HOMO (eV) = -12.903
- spin multiplicity = 1
- energy (Eh) = -756.41582
- orbital gap (eV) = 8.875

Cartesian coordinates (Å):
C  -2.63  -0.77  0.09
C  2.06  1.70  0.22
C  -1.42  -0.49  0.61
N  2.78  2.46  0.77
N  1.53  0.71  -0.26
N  1.13  0.44  -1.59
O  -3.06  -2.00  -0.30
S  -0.13  -1.70  0.51
H  -3.45  -0.08  -0.09
H  -1.02  0.45  1.08
H  2.78  3.31  1.37
H  0.94  -0.14  0.32
H  1.11  1.18  -2.26
H  1.78  -0.24  -1.92
H  -2.33  -2.64  -0.46
H  -0.08  -2.18  1.91



5.
DFT (ωB97M-V/def2-TZVPD) results for the ion C3H8N3OS with charge +1.

Results
- net charge = +1
- E_HOMO (spin up / spin down) (eV) = -13.597 / -13.597
- spin multiplicity = 1
- energy (Eh) = -756.43430
- orbital gap (spin up / spin down) (eV) = 7.979 / 7.980
- SMILES = COC(=[NH2+])/N=N\CS

Cartesian coordinates (Å):
C  2.12  -0.22  -0.63
C  -0.93  -0.48  0.21
C  -1.90  1.64  -0.21
N  0.94  -0.39  -1.33
N  -0.16  -0.26  -0.87
N  -0.95  -1.71  0.84
O  -1.95  0.37  0.51
S  1.92  0.10  1.22
H  2.77  -1.06  -0.72
H  2.77  0.69  -0.87
H  -1.53  2.39  0.48
H  -2.99  1.91  -0.41
H  -1.31  1.40  -1.14
H  3.28  0.10  1.25
H  -0.26  -2.38  0.57
H  -1.84  -2.12  1.11



6.
DFT (ωB97M-V/def2-TZVPD) results for a cluster of 2 separate species, C3H8N4 in total.

Results
- net charge = 0
- E_HOMO (eV) = -6.644
- spin multiplicity = 1
- energy (Eh) = -337.97029
- orbital gap (eV) = 7.547

Cartesian coordinates (Å):
C  0.64  1.26  0.24
C  -0.73  -0.57  -0.86
C  1.27  0.14  -0.21
N  -0.34  1.78  0.97
N  2.07  -0.89  0.18
N  -1.66  -0.69  0.28
N  1.60  1.41  -0.68
H  -0.60  2.72  0.70
H  -1.12  1.10  1.07
H  2.89  -1.01  -0.41
H  1.63  -1.54  0.81
H  -1.37  -1.45  0.88
H  -2.61  -0.91  -0.01
H  -1.10  0.17  -1.57
H  -0.57  -1.52  -1.38



7.
DFT (ωB97M-V/def2-TZVPD) results for a structure of composition C3H8N4.

Results
- net charge = 0
- E_HOMO (eV) = -7.440
- spin multiplicity = 1
- energy (Eh) = -337.91305
- orbital gap (eV) = 8.499

Cartesian coordinates (Å):
N  2.10  -0.10  -0.64
C  0.20  -0.35  -0.40
N  2.65  0.28  0.55
N  -0.18  -1.37  0.36
C  -0.11  0.82  -0.79
C  -2.10  0.81  -0.32
N  -2.55  -0.12  0.41
H  2.34  -1.08  -0.82
H  2.65  1.29  0.62
H  2.19  -0.12  1.37
H  -0.01  -2.29  -0.02
H  -1.16  -1.20  0.68
H  -3.54  -0.05  0.70
H  0.19  1.76  -1.17
H  -2.68  1.72  -0.55



8.
DFT (ωB97M-V/def2-TZVPD) results for a cluster of 2 separate species, C3H8N4 in total.

Results
- net charge = 0
- E_HOMO (eV) = -7.481
- spin multiplicity = 1
- energy (Eh) = -338.00544
- orbital gap (eV) = 8.463
- SMILES = N=C=C(N)N.C=N

Cartesian coordinates (Å):
C  0.75  0.67  -0.99
C  -1.51  -1.63  -0.42
C  1.01  0.54  0.26
N  0.54  0.98  -2.16
N  -2.20  -0.65  -0.47
N  0.44  1.46  1.23
N  1.62  -0.46  1.00
H  -1.58  -2.22  0.54
H  -0.89  -1.80  -1.32
H  -0.32  0.55  -2.49
H  -2.80  -0.34  0.34
H  -0.33  1.95  0.85
H  1.08  2.14  1.36
H  2.14  -0.96  0.38
H  2.03  -0.21  1.92



9.
DFT (ωB97M-V/def2-TZVPD) results for an isolated molecule of C3H8N4.

Results
- net charge = 0
- E_HOMO (eV) = -8.430
- spin multiplicity = 1
- energy (Eh) = -337.99637
- orbital gap (eV) = 9.640
- SMILES = C=C(C)N/N=N/N

Cartesian coordinates (Å):
C  -1.35  -0.95  -0.83
N  0.26  0.99  -0.93
C  -0.95  0.36  -0.22
N  2.66  -0.43  1.08
C  -1.70  1.07  0.62
N  1.02  0.69  0.16
N  2.00  -0.08  -0.04
H  0.59  0.47  -1.75
H  2.28  -0.10  1.97
H  3.55  -0.87  0.90
H  -2.27  -1.32  -0.38
H  -1.52  -0.84  -1.90
H  -0.56  -1.67  -0.68
H  -2.66  0.70  0.96
H  -1.35  1.99  1.05



10.
DFT (ωB97M-V/def2-TZVPD) results for an isolated molecule of C3H8N4.

Results
- net charge = 0
- E_HOMO (eV) = -8.624
- spin multiplicity = 1
- energy (Eh) = -337.96731
- orbital gap (eV) = 9.610
- SMILES = C1=NNCCNN1

Cartesian coordinates (Å):
C  -0.03  0.08  1.43
C  -0.52  -0.87  0.58
C  0.54  0.27  -1.65
H  -0.64  0.72  2.22
H  0.69  -0.48  2.13
H  -1.28  -1.42  1.27
H  0.45  -1.50  0.28
H  -2.03  -1.01  -0.62
H  1.12  0.35  -2.48
H  2.05  1.19  -0.78
H  -0.35  1.47  -0.12
N  -1.30  -0.27  -0.56
N  -0.59  -0.24  -1.73
N  1.40  0.53  -0.47
N  0.50  1.17  0.50



11.
DFT (ωB97M-V/def2-TZVPD) results for an isolated molecule of C3H8N4.

Results
- net charge = 0
- E_HOMO (eV) = -8.934
- spin multiplicity = 1
- energy (Eh) = -337.93773
- orbital gap (eV) = 9.499
- SMILES = [H]/N=C(/N)CNN=C

Cartesian coordinates (Å):
C  -1.61  0.30  -0.01
C  -0.42  -0.48  0.73
C  2.76  0.21  -0.61
H  -3.30  -0.36  -0.68
H  -1.85  -1.57  -1.15
H  -1.06  2.15  0.00
H  0.13  -1.17  -0.05
H  -0.98  -0.86  1.72
H  1.70  0.24  1.55
H  3.10  0.13  -1.58
H  3.59  0.20  0.12
N  -2.36  -0.74  -0.41
N  -1.95  1.58  -0.19
N  0.82  0.33  0.98
N  1.41  0.04  -0.41



12.
DFT (ωB97M-V/def2-TZVPD) results for a cluster of 3 separate species, C3H8N4 in total.

Results
- net charge = 0
- E_HOMO (spin up / spin down) (eV) = -8.284 / -7.545
- spin multiplicity = 1
- energy (Eh) = -337.95856
- orbital gap (spin up / spin down) (eV) = 8.415 / 8.014

Cartesian coordinates (Å):
C  -0.02  0.97  1.39
C  1.38  -0.89  -0.49
C  -0.31  0.25  0.15
N  -2.55  0.97  -0.05
N  1.03  -2.00  -1.16
N  -0.93  -0.04  -0.83
N  2.54  -0.51  -0.21
H  -3.25  0.31  -0.38
H  -2.56  1.76  -0.69
H  0.10  -2.05  -1.55
H  1.75  -2.60  -1.54
H  2.67  0.38  0.26
H  -0.19  2.03  1.24
H  -0.69  0.62  2.17
H  1.01  0.80  1.70



13.
DFT (ωB97M-V/def2-TZVPD) results for an isolated molecule of C3H8N4O.

Results
- net charge = 0
- E_HOMO (eV) = -9.452
- spin multiplicity = 1
- energy (Eh) = -413.35759
- orbital gap (eV) = 9.972
- SMILES = [H]/N=C\N(NC)C(N)=O

Cartesian coordinates (Å):
C  -0.98  1.97  0.54
C  -0.96  -1.28  0.14
C  1.25  -0.35  -0.01
H  -1.60  1.51  1.31
H  -1.40  2.87  0.05
H  -0.03  2.27  1.05
H  -0.36  1.38  -1.37
H  -0.37  -2.14  0.47
H  -2.56  -0.47  -0.40
H  2.95  0.73  -0.01
H  1.52  1.67  -0.35
N  -0.79  1.00  -0.53
N  -0.17  -0.17  -0.11
N  -2.21  -1.41  -0.12
N  1.98  0.79  -0.22
O  1.80  -1.41  0.26



14.
DFT (ωB97M-V/def2-TZVPD) results for a structure of composition C3H8N4O.

Results
- net charge = 0
- E_HOMO (eV) = -8.011
- spin multiplicity = 1
- energy (Eh) = -413.25864
- orbital gap (eV) = 8.614

Cartesian coordinates (Å):
C  0.18  0.63  -0.98
C  -0.67  -0.21  0.02
C  0.18  -1.04  0.63
N  0.25  1.97  -0.44
N  -2.02  -0.23  -0.12
N  0.33  -1.50  1.85
N  1.60  -0.29  -0.28
O  -0.03  0.45  -2.21
H  0.73  2.59  -1.09
H  -0.64  2.34  -0.13
H  -2.29  0.03  -1.07
H  -2.50  -1.01  0.30
H  0.71  -0.88  2.56
H  0.07  -2.44  2.13
H  2.20  0.52  -0.17
H  1.90  -0.93  -1.01



15.
DFT (ωB97M-V/def2-TZVPD) results for an isolated molecule of C3H8N4O.

Results
- net charge = 0
- E_HOMO (eV) = -9.409
- spin multiplicity = 1
- energy (Eh) = -413.27529
- orbital gap (eV) = 10.229
- SMILES = [H]/N=C(\C/C=N\N)NO

Cartesian coordinates (Å):
C  0.81  -1.19  -0.35
C  -0.30  -0.82  0.61
C  -1.45  -0.07  -0.09
H  3.14  0.77  -0.07
H  1.87  0.73  0.94
H  0.71  -2.13  -0.92
H  -0.76  -1.71  1.07
H  0.05  -0.19  1.43
H  -2.67  -1.54  0.03
H  -1.93  1.61  -0.99
H  0.53  1.95  -0.28
N  2.13  0.65  -0.04
N  1.92  -0.61  -0.61
N  -2.60  -0.57  -0.28
N  -1.10  1.14  -0.67
O  -0.35  1.96  0.21



16.
DFT (ωB97M-V/def2-TZVPD) results for an isolated molecule of C3H8N4O.

Results
- net charge = 0
- E_HOMO (eV) = -7.691
- spin multiplicity = 1
- energy (Eh) = -413.32776
- orbital gap (eV) = 8.253
- SMILES = C/C(=N/N)NC(N)=O

Cartesian coordinates (Å):
C  -1.43  -1.77  0.28
N  0.52  -0.24  0.57
C  0.90  1.14  0.46
C  -0.55  -0.68  -0.23
N  -0.05  0.20  -2.42
N  1.25  1.65  1.70
N  -0.80  -0.11  -1.33
O  1.23  1.78  -0.52
H  0.65  -0.75  1.43
H  -0.65  0.60  -3.13
H  0.65  0.91  -2.21
H  1.93  2.38  1.68
H  1.35  1.03  2.49
H  -1.40  -2.62  -0.40
H  -1.14  -2.08  1.29
H  -2.47  -1.43  0.33



17.
DFT (ωB97M-V/def2-TZVPD) results for an isolated molecule of C3H8N4O.

Results
- net charge = 0
- E_HOMO (eV) = -8.810
- spin multiplicity = 1
- energy (Eh) = -413.34635
- orbital gap (eV) = 9.431
- SMILES = [H]/N=C(N)\N=C(/[O-])[NH2+]C

Cartesian coordinates (Å):
C  1.61  1.06  -1.82
N  -0.42  -0.56  0.27
N  0.25  0.54  -1.64
C  -0.32  0.70  0.09
C  -0.89  -1.24  1.41
N  -1.44  -0.45  2.38
N  -0.81  -2.50  1.56
O  -0.29  1.81  0.50
H  0.10  -0.56  -1.36
H  -0.40  0.99  -2.27
H  -1.64  -0.92  3.25
H  -1.20  0.52  2.42
H  -0.42  -2.96  0.75
H  1.94  0.99  -2.86
H  1.65  2.10  -1.49
H  2.29  0.48  -1.19



Here are the calculated energy relative to the best compared isomer or geometry (same formula, charge and spin) numbers, same order: 2.773; 3.496; 3.429; 3.499; 2.996; 4.993; 6.551; 4.037; 4.284; 5.074; 5.879; 5.313; 1.591; 4.283; 3.830; 2.402; 1.897 (eV).
Here are the calculated largest force on an atom numbers, same order: 3.52; 4.38; 4.85; 4.30; 4.16; 3.46; 7.07; 6.77; 4.90; 7.78; 6.13; 3.54; 1.88; 3.17; 1.84; 3.79; 3.26 (eV/A).